# 1
{
  "formula": "C14H8Cl15FN2O5S",
  "method": "ωB97M-V/def2-TZVPD",
  "elements": ["N", "C", "O", "C", "C", "S", "O", "O", "F", "C", "C", "C", "C", "C", "O", "N", "C", "O", "H", "H", "H", "Cl", "C", "Cl", "Cl", "H", "Cl", "C", "Cl", "Cl", "H", "Cl", "C", "Cl", "Cl", "H", "Cl", "C", "Cl", "Cl", "H", "Cl", "C", "Cl", "Cl", "H"],
  "xyz": [[0.90, -2.26, 6.78], [0.38, -1.31, 6.36], [-0.14, -0.27, 5.72], [-0.37, -0.68, 4.39], [-1.47, -1.47, 4.04], [-2.63, -1.97, 5.30], [-2.12, -3.03, 6.08], [-3.85, -2.25, 4.64], [-2.82, -0.69, 6.21], [-1.64, -1.88, 2.72], [-0.73, -1.53, 1.74], [0.33, -0.74, 2.13], [0.54, -0.30, 3.45], [1.84, 0.52, 3.53], [2.47, 0.81, 4.49], [2.10, 0.90, 2.15], [1.52, -0.17, 1.34], [1.99, -0.50, 0.30], [-2.50, -2.52, 2.52], [-0.82, -1.85, 0.71], [1.38, 1.63, 2.04], [1.57, 1.97, -2.89], [3.01, 1.02, -2.52], [3.29, -0.20, -3.76], [4.42, 2.07, -2.35], [2.85, 0.51, -1.57], [3.68, 0.37, -7.57], [3.54, 2.12, -7.37], [1.90, 2.66, -7.76], [3.97, 2.59, -5.73], [4.22, 2.60, -8.05], [-2.04, 4.09, 1.96], [-1.63, 2.98, 0.65], [-0.08, 3.40, -0.07], [-1.58, 1.31, 1.24], [-2.40, 3.05, -0.11], [-0.53, 5.87, -10.73], [-0.08, 4.21, -11.15], [-1.52, 3.21, -11.35], [0.90, 4.19, -12.62], [0.52, 3.80, -10.34], [-3.87, -6.25, 3.38], [-3.64, -6.35, 5.13], [-5.18, -6.64, 5.94], [-2.47, -7.62, 5.52], [-3.24, -5.40, 5.48]],
  "nbo_charge": [-0.3374, 0.5070, -0.4613, 0.4072, -0.3786, 2.4085, -0.8790, -0.8983, -0.4520, -0.1398, -0.1809, -0.0757, -0.2142, 0.6895, -0.4437, -0.6890, 0.6895, -0.4824, 0.2673, 0.2588, 0.3972, 0.0030, -0.2850, 0.0197, 0.0130, 0.2515, 0.0206, -0.2828, 0.0026, 0.0284, 0.2288, 0.0318, -0.2848, 0.0304, -0.0052, 0.2354, 0.0176, -0.2850, 0.0182, 0.0191, 0.2295, 0.0043, -0.2843, 0.0203, 0.0209, 0.2392],
  "orbital_gap_ha": 0.3410,
  "smiles": "N#COc1c(S(=O)(=O)F)ccc2c1C(=O)NC2=O.ClC(Cl)Cl.ClC(Cl)Cl.ClC(Cl)Cl.ClC(Cl)Cl.ClC(Cl)Cl",
  "lumo_ev": -1.8,
  "molar_mass_g_mol": 867.087
}

# 2
{
  "formula": "C5H12NO",
  "method": "ωB97M-V/def2-TZVPD",
  "elements": ["C", "O", "N", "C", "C", "C", "C", "H", "H", "H", "H", "H", "H", "H", "H", "H", "H", "H", "H"],
  "xyz": [[-2.34, -0.79, 0.01], [-0.99, -0.99, 0.17], [0.03, 0.35, 0.06], [-0.52, 1.55, -0.48], [0.95, 0.47, 1.21], [1.43, 0.13, -0.17], [1.85, -1.25, -0.39], [-2.80, -0.11, 0.81], [-2.75, -1.73, 0.15], [-2.57, -0.59, -0.97], [-1.51, 1.59, -0.39], [-0.04, 2.35, 0.06], [-0.23, 1.75, -1.53], [0.82, -0.41, 1.82], [0.84, 1.34, 1.76], [2.05, 0.95, -0.76], [1.62, -1.41, -1.52], [1.31, -1.90, 0.25], [2.84, -1.28, -0.07]],
  "nbo_charge": [-0.2861, -0.3034, 0.0231, -0.4263, -0.2199, -0.0251, -0.6187, 0.1951, 0.2596, 0.1947, 0.2404, 0.2370, 0.2391, 0.2463, 0.2433, 0.2690, 0.2463, 0.2375, 0.2481],
  "orbital_gap_ha": 0.3894,
  "smiles": "CO[N@@+]1(C)C[C@H]1C",
  "lumo_ev": -4.9,
  "total_charge": 1,
  "molar_mass_g_mol": 102.157
}

# 3
{
  "formula": "C21H20BCl2N10S2V",
  "method": "ωB97M-V/def2-TZVPD",
  "elements": ["V", "N", "C", "S", "N", "N", "C", "C", "C", "C", "C", "C", "C", "C", "C", "C", "C", "C", "N", "H", "H", "H", "H", "H", "H", "H", "H", "H", "H", "H", "Cl", "C", "C", "C", "C", "C", "Cl", "C", "S", "H", "H", "H", "N", "N", "N", "C", "N", "N", "H", "H", "H", "B", "C", "N", "H", "H", "H"],
  "xyz": [[0.04, -0.08, 0.06], [-2.69, -2.96, 1.80], [-2.19, -1.79, 1.34], [-0.88, -1.03, 2.19], [-2.74, -1.28, 0.27], [-2.09, -0.11, -0.04], [-2.75, 0.94, -0.37], [-4.22, 0.97, -0.57], [-5.01, 1.82, 0.19], [-6.39, 1.84, 0.00], [-6.97, 1.02, -0.96], [-6.17, 0.17, -1.72], [-4.80, 0.13, -1.52], [-1.91, 2.13, -0.55], [-2.39, 3.36, -0.97], [-1.51, 4.43, -1.05], [-0.18, 4.24, -0.71], [0.23, 2.98, -0.32], [-0.61, 1.95, -0.25], [-2.40, -3.27, 2.71], [-3.59, -3.26, 1.46], [-4.56, 2.45, 0.94], [-7.00, 2.49, 0.60], [-8.04, 1.04, -1.11], [-6.62, -0.48, -2.46], [-4.18, -0.54, -2.09], [-3.43, 3.47, -1.23], [-1.86, 5.40, -1.37], [0.53, 5.06, -0.75], [1.27, 2.77, -0.08], [-0.70, -0.36, -2.51], [0.68, -0.01, -3.52], [0.47, 0.01, -4.89], [1.54, 0.28, -5.72], [2.78, 0.53, -5.17], [2.96, 0.51, -3.80], [4.54, 0.84, -3.18], [1.90, 0.24, -2.90], [2.16, 0.27, -1.18], [-0.52, -0.19, -5.28], [1.40, 0.30, -6.80], [3.63, 0.75, -5.80], [2.23, -4.93, 0.95], [1.43, -4.02, 0.28], [0.60, -4.39, -0.67], [0.01, -3.23, -0.95], [0.47, -2.25, -0.17], [1.39, -2.77, 0.61], [2.82, -5.39, 0.26], [2.80, -4.38, 1.59], [-0.75, -3.12, -1.69], [2.92, 1.68, 3.41], [1.99, 1.09, 2.29], [1.30, 0.66, 1.47], [3.98, 1.94, 2.89], [2.36, 2.67, 3.83], [3.02, 0.82, 4.26]],
  "nbo_charge": [0.9947, -0.7899, 0.2877, -0.1485, -0.4544, -0.2837, 0.2361, -0.1183, -0.1849, -0.2104, -0.1953, -0.2273, -0.1066, 0.1706, -0.2251, -0.1340, -0.2388, 0.1089, -0.4724, 0.4074, 0.3999, 0.2220, 0.2200, 0.2182, 0.2182, 0.2149, 0.2406, 0.2272, 0.2371, 0.2458, 0.0988, -0.0996, -0.2180, -0.2238, -0.2113, -0.0799, 0.0284, -0.1101, -0.1708, 0.2261, 0.2224, 0.2314, -0.5934, 0.1820, -0.2520, 0.1485, -0.3285, -0.0003, 0.3820, 0.3943, 0.2330, -0.5869, 0.4848, -0.6668, 0.0174, 0.0141, 0.0187],
  "orbital_gap_ha": [0.2519, 0.2491],
  "s_squared": 2.024,
  "lumo_ev": [-0.9, -1.1],
  "spin_multiplicity": 3,
  "molar_mass_g_mol": 609.257
}